Here is the ion C7H15N2 with charge +1 in a non-equilibrium geometry from the OMol25 dataset. Energies are from wB97M-V/def2-TZVPD.

```
! wB97M-V def2-TZVPD RIJCOSX def2/J DEFGRID3
* xyz 1 1
C -1.24 -2.49 -0.57
C -0.31 2.21 -0.37
C 0.04 -0.22 -0.84
C 0.52 -0.50 -2.02
H -2.00 -2.99 0.03
H 2.19 0.14 0.89
H 0.07 0.73 2.23
H 0.23 -1.36 -2.59
C -0.71 -0.99 1.29
H -0.22 2.98 0.40
H -1.60 -2.45 -1.60
C 0.30 0.90 0.12
H -0.31 -3.07 -0.53
N -0.45 0.47 1.38
H 2.33 1.27 -0.45
H -1.36 0.96 1.39
H 1.25 0.16 -2.48
H -1.52 -1.29 1.96
C 1.77 1.05 0.46
H -1.35 2.08 -0.64
N -1.11 -1.15 -0.08
H 1.93 1.88 1.15
H 0.21 -1.54 1.56
H 0.23 2.55 -1.24
*
```

E_tot: -384.95510 hartree
frontier orbital gap: 9.991 eV
relative energy (zero: lowest compared OMol25 entry of this formula, charge and spin): 109.4 kJ/mol
HOMO level: -13.015 eV
LUMO: -0.1111 Ha

The natural (NBO) scheme yields these atomic charges, measured in e:
1 C -0.43
2 C -0.63
3 C 0.15
4 C -0.41
5 H 0.22
6 H 0.23
7 H 0.45
8 H 0.24
9 C -0.05
10 H 0.23
11 H 0.23
12 C 0.09
13 H 0.19
14 N -0.51
15 H 0.25
16 H 0.44
17 H 0.23
18 H 0.23
19 C -0.63
20 H 0.23
21 N -0.43
22 H 0.23
23 H 0.19
24 H 0.25